C35H35N4OP2Pd | wB97M-V/def2-TZVPD

Structure (XYZ):
```
78
Properties=species:S:1:pos:R:3:forces:R:3
Pd -0.022 -0.450 -0.536 0.099 0.012 -0.274
C 1.788 1.161 -2.702 0.052 -0.036 -0.078
P 0.214 1.681 -1.855 -0.084 -0.032 0.190
C 0.647 3.202 -1.013 0.001 0.028 0.100
C 0.708 3.232 0.379 0.024 0.002 -0.021
C 1.084 4.399 1.030 -0.003 -0.033 -0.034
C 1.392 5.532 0.292 0.014 0.037 -0.004
C 1.328 5.508 -1.097 0.004 0.015 0.051
C 0.958 4.347 -1.752 -0.033 -0.014 -0.077
C -0.996 2.047 -3.128 0.013 -0.058 -0.055
C -2.047 2.915 -2.817 -0.001 0.015 0.055
C -3.047 3.152 -3.746 0.005 -0.005 -0.032
C -3.003 2.532 -4.989 0.012 -0.021 -0.017
C -1.964 1.665 -5.302 -0.035 0.055 0.033
C -0.965 1.415 -4.374 -0.019 -0.006 -0.005
C 2.658 0.774 -1.572 -0.073 -0.069 0.053
C 3.916 1.276 -1.115 0.042 0.067 0.093
C 4.074 0.815 0.160 -0.037 0.073 -0.048
C 2.900 0.035 0.456 -0.056 -0.086 -0.012
C 2.447 -0.573 1.733 0.035 0.035 0.166
P 0.603 -0.734 1.778 0.017 0.404 -0.385
C -0.095 0.591 2.767 0.149 -0.051 0.297
C 0.598 1.163 3.839 -0.061 -0.024 -0.034
C 0.012 2.176 4.580 -0.053 -0.021 -0.034
C -1.271 2.612 4.269 0.042 0.009 0.043
C -1.974 2.031 3.223 -0.047 0.024 0.004
C -1.387 1.026 2.472 -0.043 -0.050 -0.157
C 0.281 -2.312 2.582 0.034 -0.082 0.068
C -0.715 -2.422 3.551 -0.096 0.001 -0.076
C -0.960 -3.647 4.160 -0.009 0.063 -0.023
C -0.209 -4.760 3.815 0.038 -0.075 0.008
C 0.793 -4.658 2.852 -0.038 0.016 0.043
C 1.031 -3.442 2.234 0.035 -0.026 0.074
N 2.107 -0.037 -0.624 0.089 -0.041 -0.009
H 2.200 1.959 -3.319 0.011 0.012 0.045
H 1.584 0.294 -3.338 -0.043 0.024 -0.002
H 0.449 2.353 0.957 -0.003 0.016 -0.028
H 1.126 4.426 2.110 0.001 0.001 0.031
H 1.678 6.444 0.797 -0.001 0.005 0.010
H 1.560 6.398 -1.665 0.010 -0.001 -0.015
H 0.896 4.341 -2.834 -0.010 -0.014 -0.012
H -2.071 3.431 -1.864 0.023 -0.012 0.019
H -3.851 3.836 -3.509 -0.002 0.016 0.001
H -3.773 2.737 -5.720 -0.013 -0.015 0.000
H -1.924 1.195 -6.275 0.007 -0.001 -0.018
H -0.158 0.746 -4.648 0.028 -0.007 0.031
H 4.571 1.923 -1.674 0.042 0.002 -0.004
H 4.885 1.010 0.843 0.044 0.002 -0.001
H 2.780 0.024 2.584 0.047 0.007 -0.018
H 2.907 -1.556 1.872 -0.060 0.015 -0.002
H 1.584 0.821 4.124 0.052 -0.031 -0.026
H 0.550 2.615 5.408 0.009 0.018 0.010
H -1.726 3.402 4.851 -0.008 0.008 0.011
H -2.977 2.363 2.994 0.001 0.001 -0.007
H -1.938 0.584 1.646 0.045 0.007 0.026
H -1.288 -1.551 3.845 0.007 0.003 0.013
H -1.720 -3.720 4.926 -0.010 -0.007 0.023
H -0.376 -5.700 4.322 -0.009 -0.015 -0.012
H 1.411 -5.517 2.620 0.010 -0.008 -0.009
H 1.849 -3.366 1.525 -0.029 -0.015 -0.043
C -2.808 -1.259 -2.485 0.067 0.034 -0.109
O -2.150 -0.507 -1.445 -0.118 -0.154 0.238
H -3.052 -0.605 -3.322 -0.017 -0.015 0.017
H -3.710 -1.735 -2.101 0.005 0.016 -0.016
H -2.101 -2.010 -2.829 -0.027 -0.020 0.017
H -2.662 0.289 -1.259 -0.010 0.039 -0.081
N -1.688 -5.942 0.227 0.120 0.043 -0.034
C -0.765 -5.139 -0.262 -0.002 -0.379 -0.004
C -0.943 -3.719 -0.272 0.097 0.387 0.042
N -0.009 -2.917 -0.773 -0.266 -0.293 0.068
C 1.079 -3.506 -1.254 0.031 0.104 -0.061
C 1.247 -4.929 -1.249 0.106 -0.018 -0.025
N 0.356 -5.736 -0.763 -0.140 0.205 0.058
H -2.555 -5.608 0.633 0.015 0.017 -0.023
H -1.521 -6.946 0.207 -0.004 0.009 -0.005
H -1.839 -3.265 0.138 -0.005 0.002 0.002
H 1.855 -2.863 -1.652 0.003 -0.025 -0.018
H 2.156 -5.351 -1.664 -0.022 -0.087 0.010
```
Positions in Å, forces in eV/Å.

- LUMO (alpha / beta): -9.199 / -12.224 eV
- Spin multiplicity: 5
- Expectation value of S²: 6.05
- Net charge: +3
- E_tot: -66901.59757 eV
- Kohn-Sham gap (alpha / beta): 6.414 / 4.030 eV

Here are the Mulliken charges for atoms 1 to 6, given in e: Pd 0.26; C -0.74; P 1.27; C 0.19; C 0.24; C -0.68

---

C27H29N2O3PtS3Te | wB97M-V/def2-TZVPD

Structure (XYZ):
```
66
Properties=species:S:1:pos:R:3:forces:R:3
Pt 0.082 3.753 -2.166 -0.167 0.027 -0.052
S -4.104 4.755 -0.765 -0.004 -0.012 0.006
C -2.579 4.393 -1.288 0.036 0.020 -0.018
S -1.285 3.734 -0.338 0.002 -0.006 -0.037
S -1.930 4.588 -2.884 -0.022 0.066 0.063
O 3.389 3.618 -4.580 0.007 0.014 -0.006
C 2.491 3.530 -3.751 -0.044 -0.071 0.026
O 1.281 3.924 -3.880 0.036 0.079 -0.034
C 2.805 2.879 -2.410 0.000 -0.006 -0.014
C 4.024 2.281 -2.157 -0.004 -0.010 -0.011
C 4.231 1.683 -0.926 0.006 -0.001 -0.003
C 3.214 1.708 0.015 -0.006 0.001 -0.002
C 2.022 2.329 -0.309 -0.001 -0.012 -0.023
N 1.831 2.905 -1.494 0.046 0.037 0.024
H 4.763 2.294 -2.945 0.000 -0.002 0.001
H 5.170 1.190 -0.703 -0.002 -0.006 -0.001
H 3.315 1.232 0.979 0.004 -0.014 -0.011
H 1.186 2.361 0.378 0.013 0.009 -0.004
C -0.220 1.048 -5.049 -0.039 -0.006 0.016
C 0.147 -0.039 -4.032 -0.068 0.135 0.005
O 0.179 -1.244 -4.395 0.047 -0.037 -0.007
N 0.394 0.402 -2.823 0.288 -0.240 0.083
Te -1.173 -0.529 -0.888 -0.057 0.071 0.008
C -2.380 -1.283 0.774 -0.003 -0.021 0.020
C -3.439 -0.502 1.260 -0.011 0.022 -0.018
C -3.769 0.868 0.717 -0.003 -0.008 0.010
C -4.216 -0.970 2.322 -0.022 -0.027 -0.010
C -3.983 -2.198 2.918 0.007 0.005 -0.009
C -4.838 -2.691 4.057 0.001 -0.001 -0.001
C -2.949 -2.977 2.415 -0.001 0.017 0.014
C -2.155 -2.545 1.357 0.022 -0.002 -0.007
C -1.064 -3.462 0.869 -0.006 -0.002 0.003
C 0.603 -0.780 0.259 0.019 -0.025 -0.052
C 0.704 -0.202 1.532 -0.031 0.019 0.014
C -0.333 0.732 2.097 0.018 0.001 0.012
C 1.817 -0.484 2.328 -0.006 -0.015 0.018
C 2.847 -1.297 1.886 0.002 0.022 -0.012
C 4.045 -1.585 2.752 0.001 -0.010 0.003
C 2.754 -1.821 0.603 -0.022 0.001 -0.002
C 1.654 -1.586 -0.219 0.010 0.004 0.022
C 1.649 -2.208 -1.584 -0.003 0.024 -0.012
H -0.412 0.566 -6.008 -0.005 -0.003 -0.002
H 0.577 1.784 -5.151 0.002 -0.009 -0.005
H -1.110 1.588 -4.719 0.001 0.002 -0.007
H -3.496 0.997 -0.327 -0.028 -0.012 -0.004
H -3.233 1.649 1.264 0.019 -0.007 -0.022
H -4.836 1.072 0.819 0.006 0.014 0.023
H -5.027 -0.346 2.689 0.002 0.000 -0.002
H -5.506 -1.905 4.413 0.001 -0.001 0.000
H -4.226 -3.021 4.899 0.000 0.000 0.000
H -5.456 -3.540 3.751 0.000 0.001 0.000
H -2.754 -3.953 2.855 -0.001 -0.001 -0.001
H -1.204 -4.469 1.267 -0.009 -0.007 -0.011
H -0.079 -3.106 1.177 -0.010 -0.017 0.014
H -1.052 -3.505 -0.222 0.005 0.007 0.002
H -0.791 1.340 1.313 -0.013 -0.016 0.014
H 0.121 1.396 2.836 0.003 -0.004 0.007
H -1.139 0.180 2.587 -0.001 0.008 -0.010
H 1.877 -0.036 3.317 0.002 0.000 0.000
H 3.998 -1.023 3.686 -0.002 -0.002 0.000
H 4.975 -1.317 2.244 -0.003 0.002 0.001
H 4.108 -2.647 3.003 -0.003 -0.001 0.000
H 3.558 -2.446 0.224 0.000 -0.003 0.001
H 2.357 -3.038 -1.628 0.008 0.012 -0.010
H 1.910 -1.469 -2.344 -0.017 0.001 -0.009
H 0.658 -2.556 -1.877 0.002 -0.007 0.019
```
Positions in Å, forces in eV/Å.

- LUMO (alpha / beta): 4.068 / 4.068 eV
- Spin multiplicity: 2
- Expectation value of S²: 0.76
- Net charge: -2
- E_tot: -80641.13175 eV
- Kohn-Sham gap (alpha / beta): 6.264 / 6.020 eV

Here are the natural (NBO) charges for atoms 1 to 6, given in e: Pt 0.57; S -0.23; C -0.51; S -0.11; S -0.08; O -0.68

---

Look up the spin multiplicity of the second one.
2